Density functional theory data (ωB97M-V/def2-TZVPD) for C12H48BInN2O13P as an isolated structure.

Summary:
* charge: -1
* E_tot: -2129.989189 hartree
* Kohn-Sham gap: 6.30 eV

```
78
C12H48BInN2O13P (ωB97M-V/def2-TZVPD)
C 2.585 -3.850 2.443
C 1.406 -4.484 1.725
O 1.810 -5.806 1.291
C 0.917 -3.570 0.613
In -0.489 -2.099 1.500
C -1.483 -3.106 3.199
N -2.195 -4.350 2.785
B -2.130 -1.285 0.116
O -2.638 0.001 0.127
O -2.769 -2.131 -0.793
P 0.926 -0.051 2.237
N 0.557 1.338 1.574
O 0.979 0.051 3.882
O 2.567 -0.219 2.094
H 3.499 -3.984 1.857
H 2.388 -2.791 2.606
H 2.747 -4.307 3.422
H 0.607 -4.622 2.467
H 1.222 -6.040 0.569
H 1.766 -3.035 0.172
H 0.415 -4.113 -0.198
H -0.783 -3.378 3.995
H -2.226 -2.444 3.649
H -2.903 -4.114 2.095
H -1.550 -4.956 2.286
H -2.385 0.478 0.921
H -3.709 -1.905 -0.842
H -0.196 1.208 0.904
H 1.626 0.725 4.135
H 2.810 -0.003 1.188
C 1.051 4.180 -1.037
O 1.858 3.675 0.005
H 1.705 4.601 -1.796
H 0.441 3.396 -1.501
H 0.380 4.978 -0.698
H 1.284 3.249 0.663
C -1.926 -2.896 -4.228
O -2.733 -1.866 -3.704
H -1.867 -2.748 -5.307
H -0.910 -2.875 -3.822
H -2.343 -3.894 -4.049
H -2.776 -1.979 -2.742
C -4.790 -4.620 -2.057
O -5.015 -4.236 -0.712
H -3.737 -4.428 -2.252
H -4.989 -5.683 -2.222
H -5.384 -4.032 -2.764
H -5.934 -4.393 -0.478
C 0.955 7.544 -3.101
O 1.154 6.250 -3.640
H 0.223 7.446 -2.301
H 1.876 7.958 -2.679
H 0.574 8.238 -3.854
H 1.809 6.306 -4.345
C 3.523 3.927 -4.176
O 3.450 4.872 -5.246
H 4.237 4.324 -3.458
H 2.562 3.808 -3.676
H 3.876 2.955 -4.525
H 2.818 4.538 -5.890
C -3.721 -2.096 6.246
O -3.938 -1.115 5.248
H -3.262 -2.946 5.745
H -3.039 -1.746 7.027
H -4.655 -2.425 6.713
H -4.337 -0.334 5.639
C 1.927 -2.751 6.372
O 1.929 -2.168 5.090
H 2.600 -3.608 6.330
H 2.294 -2.067 7.147
H 0.935 -3.111 6.666
H 1.321 -1.419 5.053
C 3.027 8.089 -6.780
O 2.157 8.830 -5.937
H 2.789 7.038 -6.634
H 2.887 8.337 -7.836
H 4.078 8.232 -6.515
H 2.358 9.764 -6.034
```

Atomic partial charges in e from the Löwdin method, atoms 1 to 2:
1. C -0.066
2. C -0.540